Entry 1:
C32H66F6N8O12 | the ωB97M-V functional and the def2-TZVPD basis

CARTESIAN COORDINATES (ANGSTROEM)
C  1.753  1.711  5.559
C  2.931  0.823  5.913
O  3.731  0.658  5.080
N  2.911  0.172  7.027
C  3.883  -0.799  7.398
H  2.012  2.759  5.712
H  0.865  1.409  6.113
H  1.526  1.427  4.531
H  2.163  0.424  7.658
H  4.721  -0.146  7.642
H  4.059  -1.516  6.596
H  3.597  -1.248  8.349
C  -3.325  -1.904  0.110
C  -2.817  -3.321  0.502
O  -2.667  -3.620  1.684
N  -2.473  -4.184  -0.503
C  -1.895  -5.502  -0.289
H  -3.628  -2.039  -0.928
H  -2.447  -1.258  0.113
H  -4.123  -1.457  0.703
H  -2.699  -3.916  -1.450
H  -2.657  -6.264  -0.122
H  -1.215  -5.354  0.549
H  -1.159  -5.668  -1.075
C  -2.473  3.279  -2.163
C  -3.644  2.305  -2.137
O  -3.456  1.290  -1.492
N  -4.750  2.668  -2.719
C  -5.869  1.693  -2.937
H  -1.529  2.744  -2.271
H  -2.459  3.873  -1.250
H  -2.603  3.891  -3.055
H  -4.809  3.522  -3.255
H  -6.024  1.802  -4.010
H  -6.808  1.866  -2.410
H  -5.736  0.644  -2.675
C  5.062  2.089  -0.147
C  5.430  2.237  -1.593
O  6.605  2.246  -1.961
N  4.511  2.329  -2.503
C  3.037  2.257  -2.299
H  5.250  1.136  0.347
H  4.073  2.380  0.208
H  5.882  2.603  0.355
H  4.848  2.300  -3.455
H  2.592  3.030  -1.673
H  2.906  1.285  -1.823
H  2.606  2.436  -3.284
C  1.986  -5.080  -3.945
C  2.956  -4.711  -2.806
O  3.742  -3.821  -2.934
N  2.637  -5.227  -1.562
C  3.390  -4.863  -0.300
H  2.308  -4.613  -4.876
H  0.977  -4.713  -3.758
H  1.969  -6.169  -4.000
H  2.014  -6.022  -1.537
H  4.025  -5.667  0.073
H  2.725  -4.452  0.460
H  4.115  -4.068  -0.476
C  -4.867  1.803  2.606
C  -5.610  1.793  3.932
O  -5.315  2.601  4.736
N  -6.530  0.854  4.114
C  -7.304  0.702  5.385
H  -4.859  2.739  2.048
H  -5.451  1.166  1.941
H  -3.825  1.508  2.725
H  -6.818  0.122  3.481
H  -7.310  1.667  5.892
H  -7.042  -0.048  6.131
H  -8.302  0.411  5.058
C  2.168  6.310  -5.227
C  2.193  5.647  -3.853
O  3.252  5.063  -3.472
N  1.018  5.661  -3.167
C  0.771  4.930  -1.900
H  1.682  5.741  -6.020
H  3.231  6.402  -5.454
H  1.699  7.292  -5.295
H  0.249  6.116  -3.638
H  -0.116  5.356  -1.433
H  1.547  5.080  -1.149
H  0.540  3.882  -2.090
C  -0.998  -2.329  -5.032
C  -1.723  -1.589  -3.858
O  -2.231  -2.303  -3.082
N  -1.906  -0.279  -3.626
C  -1.608  0.739  -4.672
H  -0.835  -3.309  -4.585
H  -0.148  -1.746  -5.387
H  -1.621  -2.481  -5.914
H  -2.370  0.001  -2.773
H  -1.310  0.248  -5.599
H  -0.803  1.400  -4.352
H  -2.555  1.259  -4.817
C  0.409  -3.020  3.499
C  1.304  -2.107  4.171
O  2.249  -1.388  3.376
C  3.318  -2.010  2.771
O  3.648  -3.170  2.859
C  4.285  -0.954  2.037
F  5.463  -1.174  2.545
F  4.394  -1.289  0.835
F  3.837  0.274  2.154
H  0.061  -2.613  2.550
H  -0.484  -3.320  4.048
H  0.898  -3.980  3.332
H  1.781  -2.524  5.058
H  0.751  -1.292  4.637
C  0.772  -2.105  -0.979
C  1.047  -0.607  -0.655
O  0.406  -0.179  0.550
C  -0.018  1.137  0.591
O  0.461  1.992  -0.182
C  -1.069  1.533  1.647
F  -1.734  0.377  1.908
F  -0.449  2.089  2.714
F  -1.905  2.457  1.091
H  1.613  -2.582  -1.482
H  -0.063  -2.277  -1.658
H  0.515  -2.733  -0.125
H  0.980  -0.015  -1.568
H  2.104  -0.618  -0.386

The LUMO energy (alpha / beta) is 1.94 / 1.93 eV. The highest occupied orbital energy (alpha / beta) is -0.31 / -5.06 eV. Its net charge is -1. Its spin multiplicity is 2. As for the strongest force on any atom: 6.83 eV/A. The orbital gap (alpha / beta) is 2.2 / 7.0 eV. For the electronic energy, the calculation gives -3199.01877 Ha.

Results of the Mulliken charge analysis, in e, for atoms 1 through 6: -0.845, 0.682, -0.564, -0.202, -0.911, 0.359

***

Entry 2:
C32H66NO17S7 | the ωB97M-V functional and the def2-TZVPD basis

CARTESIAN COORDINATES (ANGSTROEM)
N  0.150  0.327  -0.576
H  0.534  -0.490  -0.406
H  0.056  0.395  -1.548
H  0.676  1.053  -0.292
H  -0.574  0.405  -0.219
C  -7.110  -2.294  0.728
C  -5.921  -1.594  1.267
C  -4.752  -2.518  1.885
O  -3.751  -2.231  1.061
C  -3.886  -1.249  0.252
O  -3.048  -0.878  -0.636
O  -5.180  -0.993  0.251
H  -6.863  -3.168  0.000
H  -7.701  -1.494  0.073
H  -7.834  -2.740  1.404
H  -6.401  -0.795  1.937
H  -5.196  -3.588  1.942
H  -4.542  -2.137  2.948
C  2.057  3.561  3.831
C  2.684  3.704  2.471
C  3.480  2.495  2.145
S  2.657  1.172  2.981
O  3.588  0.448  3.747
O  1.937  0.449  2.046
C  1.583  2.168  3.908
H  1.149  4.323  4.029
H  2.718  3.782  4.651
H  3.389  4.654  2.489
H  1.783  3.802  1.801
H  4.454  2.741  2.450
H  3.747  2.301  1.120
H  1.592  1.714  4.899
H  0.522  2.214  3.431
C  -5.718  2.867  -1.180
C  -5.833  1.720  -2.228
C  -4.409  1.519  -2.901
S  -3.395  2.553  -1.851
O  -3.197  3.822  -2.507
O  -2.254  1.897  -1.276
C  -4.374  2.862  -0.516
H  -6.548  2.924  -0.430
H  -5.897  3.742  -1.707
H  -6.756  1.764  -3.050
H  -6.109  0.766  -1.895
H  -4.543  1.929  -3.970
H  -4.027  0.536  -2.905
H  -4.058  3.782  0.067
H  -4.222  2.194  0.225
C  0.249  -3.247  4.120
C  -0.824  -3.962  3.419
C  -0.118  -4.725  2.316
S  0.940  -3.543  1.593
O  0.286  -2.621  0.673
O  2.158  -4.251  1.323
C  1.135  -2.626  3.048
H  0.756  -4.082  4.739
H  0.132  -2.574  4.887
H  -1.590  -3.337  3.025
H  -1.281  -4.588  4.150
H  -0.848  -5.011  1.664
H  0.286  -5.717  2.733
H  0.681  -1.576  2.995
H  2.372  -2.403  3.101
C  -0.870  -2.497  -5.932
C  -1.226  -2.676  -4.511
C  0.018  -2.944  -3.671
S  1.196  -1.921  -4.408
O  2.449  -2.607  -4.579
O  1.122  -0.620  -3.832
C  0.528  -2.047  -6.048
H  -1.410  -1.819  -6.562
H  -1.047  -3.427  -6.480
H  -2.084  -3.492  -4.537
H  -1.806  -1.691  -4.428
H  0.415  -3.912  -3.872
H  -0.022  -2.714  -2.613
H  0.947  -2.631  -6.592
H  0.630  -1.202  -6.447
C  4.515  3.179  -3.823
C  4.510  4.660  -3.190
C  3.413  4.691  -2.123
S  2.113  3.702  -2.951
O  1.125  4.511  -3.622
O  1.557  2.655  -2.013
C  3.056  2.852  -4.159
H  4.716  2.405  -3.074
H  5.290  3.019  -4.702
H  4.483  5.282  -3.986
H  5.509  4.841  -2.612
H  3.058  5.790  -2.170
H  3.670  4.269  -1.142
H  2.773  3.108  -5.288
H  2.816  1.810  -4.025
C  5.631  -3.161  -0.485
C  6.252  -2.409  -1.677
C  5.221  -1.439  -2.120
S  4.305  -0.897  -0.711
O  2.980  -1.367  -0.853
O  4.677  0.441  -0.304
C  5.143  -2.006  0.409
H  6.255  -3.598  0.102
H  4.738  -3.732  -0.825
H  6.470  -3.173  -2.287
H  7.086  -1.941  -1.371
H  4.598  -1.769  -2.767
H  5.861  -0.685  -2.697
H  4.279  -2.132  1.122
H  6.034  -1.378  0.883
C  -1.254  0.065  4.865
C  -1.759  1.387  5.354
C  -2.284  2.168  4.245
S  -2.517  1.134  2.860
O  -1.486  1.445  1.964
O  -3.918  1.070  2.484
C  -2.114  -0.411  3.705
H  -1.207  -0.851  5.566
H  -0.241  0.081  4.448
H  -1.157  1.973  5.871
H  -2.419  0.875  6.087
H  -1.766  3.085  3.945
H  -3.370  2.572  4.551
H  -1.494  -1.115  3.295
H  -3.030  -0.997  4.023

The LUMO energy is -1.73 eV. The highest occupied orbital energy is -11.71 eV. Its net charge is +1. As for the strongest force on any atom: 18.28 eV/A. The orbital gap is 10.0 eV. For the electronic energy, the calculation gives -5379.29385 Ha.

Results of the Mulliken charge analysis, in e, for atoms 1 through 6: 1.129, -0.175, 0.148, -0.066, 0.125, -1.559

***

Entry 3:
C32H67AsClDyF7NO5S2SeSi4 | the ωB97M-V functional and the def2-TZVPD basis

CARTESIAN COORDINATES (ANGSTROEM)
Dy  11.902  8.212  13.320
F  13.246  5.578  22.916
C  13.544  5.281  21.607
F  13.630  6.449  20.929
F  12.583  4.463  21.108
S  10.822  5.934  14.862
O  11.458  7.128  15.461
O  11.211  6.044  13.439
N  9.150  6.562  15.171
S  8.634  7.866  14.661
O  7.244  8.097  14.415
O  9.629  8.537  13.651
C  8.777  9.103  16.033
F  8.457  10.379  15.520
F  7.903  8.835  17.014
F  10.032  9.237  16.481
F  12.178  7.971  11.412
O  14.047  7.989  13.994
H  14.413  7.668  14.849
H  14.689  7.793  13.290
Cl  12.218  11.318  13.313
C  9.082  14.577  12.193
C  9.611  13.220  12.852
C  8.628  12.086  12.453
C  9.613  13.272  14.421
Si  11.381  13.058  12.084
C  11.517  12.289  10.346
C  10.683  10.985  10.285
C  10.912  13.385  9.394
C  12.993  11.974  10.012
C  12.608  14.512  12.534
C  13.936  13.896  13.052
C  12.785  15.497  11.289
C  12.008  15.373  13.733
H  8.056  14.748  12.563
H  9.113  14.524  11.108
H  9.631  15.453  12.488
H  7.669  12.376  12.893
H  8.941  11.115  12.796
H  8.414  11.983  11.416
H  8.628  13.152  14.816
H  10.017  14.192  14.824
H  10.199  12.498  14.825
H  9.630  11.139  9.919
H  10.664  10.483  11.276
H  11.115  10.235  9.539
H  9.926  13.751  9.687
H  10.754  12.969  8.448
H  11.560  14.249  9.327
H  13.384  11.217  10.682
H  13.620  12.916  10.184
H  13.162  11.574  8.990
H  14.498  13.312  12.346
H  13.755  13.239  13.890
H  14.604  14.721  13.370
H  13.007  14.983  10.365
H  13.574  16.218  11.536
H  11.870  16.079  11.123
H  11.929  14.827  14.651
H  11.015  15.782  13.582
H  12.686  16.214  13.860
C  21.658  9.729  7.988
C  20.453  9.743  8.866
C  19.453  10.720  8.727
C  18.338  10.706  9.555
C  17.355  11.849  9.337
C  18.182  9.732  10.566
Se  16.622  9.649  11.779
C  19.198  8.779  10.716
C  19.208  7.926  11.962
C  20.258  8.701  9.774
H  22.512  9.304  8.582
H  21.856  10.731  7.535
H  21.547  9.007  7.110
H  19.624  11.512  7.980
H  17.347  12.221  8.341
H  17.637  12.718  9.979
H  16.367  11.566  9.682
H  19.262  8.592  12.879
H  20.098  7.249  11.949
H  18.320  7.258  12.033
H  20.906  7.870  9.846
C  18.447  12.717  18.305
Si  17.559  11.739  17.017
C  16.385  12.848  16.080
C  18.695  11.196  15.629
As  16.207  10.034  17.867
Si  14.957  10.855  19.715
C  14.927  9.750  21.247
C  15.224  12.657  20.060
C  13.263  10.956  18.908
Si  17.249  8.031  18.530
C  19.034  8.219  17.984
C  16.531  6.603  17.610
C  17.199  7.649  20.399
H  17.889  13.604  18.581
H  19.387  13.042  17.836
H  18.701  12.033  19.121
H  15.742  13.560  16.652
H  15.683  12.292  15.503
H  17.105  13.340  15.392
H  19.171  12.111  15.190
H  18.173  10.647  14.839
H  19.432  10.493  15.992
H  15.777  9.772  21.975
H  14.763  8.703  21.011
H  14.080  10.067  21.822
H  16.169  12.821  20.549
H  14.420  13.096  20.659
H  15.149  13.196  19.097
H  12.987  10.026  18.411
H  13.176  11.727  18.122
H  12.539  11.023  19.734
H  19.271  8.923  17.178
H  19.240  7.200  17.636
H  19.686  8.423  18.820
H  15.473  6.803  17.322
H  16.583  5.741  18.237
H  17.081  6.335  16.682
H  17.544  8.522  20.926
H  17.888  6.873  20.703
H  16.157  7.329  20.725

The LUMO energy is 3.17 eV. The highest occupied orbital energy is -0.28 eV. Its net charge is -2. Its spin multiplicity is 6. As for the strongest force on any atom: 6.71 eV/A. The orbital gap is 3.5 eV. For the electronic energy, the calculation gives -10326.55463 Ha.

Results of the Mulliken charge analysis, in e, for atoms 1 through 6: 1.370, -0.096, -1.277, 0.385, -0.060, 0.496